The following is a DFT calculation (ωB97M-V with the def2-TZVPD basis set) of C13H36F3O9SSn2 as an isolated structure in a non-equilibrium geometry.

Geometry as XYZ:
```
64
Properties=species:S:1:pos:R:3:forces:R:3
C 3.057 -4.357 -0.233 0.015 0.267 -1.779
H -0.395 5.561 -1.591 0.121 -0.042 0.049
Sn -3.920 1.093 0.139 2.224 0.493 -1.662
H 3.228 -4.618 -2.330 0.285 -0.252 -0.053
H 1.354 -3.709 -0.972 -0.403 0.309 -0.918
H -0.422 -5.226 -2.053 0.114 -0.202 -0.961
H 0.577 3.929 4.756 0.122 0.824 0.492
H -0.901 -3.695 -1.511 -0.296 0.061 0.714
C -2.042 -0.157 -4.701 0.015 1.017 0.427
Sn 0.727 -3.882 2.770 0.395 1.248 -1.479
C -1.176 5.282 -2.299 -1.246 -1.014 1.117
H 1.170 4.584 1.813 0.136 -0.559 0.059
C 1.596 0.107 5.350 0.449 -0.877 0.198
C -1.854 3.917 -1.845 2.596 -0.176 -2.617
O -1.202 0.145 0.107 -3.157 1.147 0.753
H 1.618 0.955 4.666 0.073 -0.062 0.131
H -1.898 -0.622 -2.624 0.788 -0.169 0.084
H -3.087 -0.371 -4.923 -0.245 0.055 0.333
C 1.320 4.741 2.881 -0.518 2.039 -0.853
H -0.354 -0.549 6.145 0.105 0.269 0.116
H 2.439 -5.973 -1.563 -0.241 0.102 0.288
C 1.250 1.058 0.553 -0.130 -1.613 -1.019
H 0.730 -2.401 6.091 0.112 -0.353 0.233
H 4.125 -5.869 -1.361 0.328 0.384 -0.247
S 0.123 -0.411 0.111 3.463 -2.595 -3.471
H 2.368 4.730 3.183 -0.164 -0.440 0.363
O 0.502 -2.112 5.205 0.071 -0.383 -1.297
H -2.469 3.483 -2.633 -0.415 0.486 0.169
H 0.611 -2.638 -2.548 -0.372 0.276 -0.172
H -2.111 4.744 -0.184 -0.254 0.183 0.488
H -1.113 3.141 -1.651 0.639 0.024 -0.454
O -2.889 1.086 -2.720 -1.331 1.356 1.842
H 1.937 0.382 6.348 -0.533 0.323 0.075
H -0.880 0.806 -3.004 -0.242 -0.007 -0.172
C -1.816 0.289 -3.216 -0.180 -2.327 -0.850
O 0.578 -0.864 -1.229 -1.050 1.292 2.423
F 0.572 2.181 0.317 0.396 0.167 0.345
O 1.629 -4.142 -0.161 -0.228 -0.205 3.473
H -1.009 5.049 4.017 -0.739 1.447 0.511
H -1.531 -1.088 -4.947 0.374 0.268 0.214
F 1.580 0.952 1.840 0.012 0.588 0.064
F 2.327 0.975 -0.212 -0.545 0.467 0.687
H -2.676 -3.942 -3.002 0.014 -0.083 0.359
H -0.306 -0.362 4.430 0.125 -0.407 -0.264
C -1.677 -3.907 -3.435 -0.042 -1.624 0.190
C 3.237 -5.242 -1.437 0.392 -1.031 -0.297
H 0.939 5.753 3.022 0.481 0.438 0.102
H 3.503 -4.720 0.693 -0.479 -0.133 0.172
H -3.733 0.661 -2.892 -0.126 -0.236 -0.960
H -0.751 5.324 -3.302 -0.219 -0.405 0.072
O 0.399 -1.455 1.103 -0.535 0.064 1.294
H -1.578 -2.915 -3.875 0.378 -0.356 -0.235
O -0.987 4.270 3.457 2.642 -1.672 -0.016
H -1.660 -4.757 -4.118 -0.093 0.655 -0.825
H 0.562 2.779 3.488 -0.755 0.083 -0.707
C -0.577 -4.210 -2.416 -1.252 2.126 1.298
O -2.537 4.020 -0.648 -1.684 -0.016 1.597
C 0.393 3.838 3.685 -0.993 -1.803 0.235
C 0.296 -0.684 5.280 -0.504 0.592 0.559
H -1.978 6.014 -2.211 0.102 0.286 -0.274
H 2.371 -0.609 5.075 0.242 0.218 -0.559
H 3.531 -3.422 -0.534 0.119 0.269 0.732
H -1.755 0.637 -5.390 0.154 -0.148 -0.020
O 0.634 -3.576 -2.751 1.487 -0.629 -0.098
```
Positions in Å, forces in eV/Å.

**Multiplicity**: 2
**E**: -2318.58650 hartree
**Total charge**: +4
**⟨S²⟩**: 0.754

Mulliken atomic charges, in units of e: -0.17, 0.31, 1.67, 0.29, 0.13, 0.44, 0.34, 0.05, -1.28, 1.65, -1.23, 0.27, -0.74, 0.16, -0.55, 0.00, 0.13, 0.42, -0.87, 0.34, 0.26, 0.48, 0.29, 0.38, 0.71, 0.38, -0.49, 0.27, 0.33, 0.29, -0.03, -0.44, 0.41, 0.31, 0.07, -0.65, -0.17, -0.22, 0.45, 0.30, -0.20, -0.17, 0.36, 0.21, -0.91, -1.09, 0.41, 0.45, 0.36, 0.39, -0.43, -0.04, -0.10, 0.41, -0.19, -0.08, -0.48, 0.30, -0.21, 0.39, 0.31, 0.18, 0.35, -0.53